1.
C6H10N2O | ωB97M-V/def2-TZVPD

Output
SMILES: [H]/N=C(/C)[C@@H]1C[C@H]1C(N)=O
2S+1: 1
HOMO (eV): -9.544

Geometry as XYZ:
```
19
C6H10N2O | the Open Molecules 2025 dataset | ωB97M-V/def2-TZVPD
H 2.07 1.24 1.58
H -0.14 0.35 1.53
H 3.35 -1.18 -0.57
H -0.07 0.45 -1.60
C 2.27 -1.26 -0.55
C 1.71 -0.23 0.38
C -0.80 -1.10 -0.10
C -1.74 1.43 -0.50
H -3.38 2.03 0.55
C -0.59 0.27 -0.67
H -0.36 -1.95 -0.61
N -2.64 1.35 0.51
C 0.10 -0.11 0.58
N 2.50 0.52 1.00
H -1.76 -1.33 0.35
H 2.00 -2.26 -0.20
O -1.73 2.35 -1.28
H -2.66 0.58 1.16
H 1.87 -1.13 -1.56
```

natural (NBO) atomic charge list, values in e, 5 entries: number 1, H, carries 0.34; number 2, H, carries 0.23; number 3, H, carries 0.25; number 4, H, carries 0.25; number 5, C, carries -0.68

***

2.
C22H54AlBBrF5LiMgN3O13PS2 | ωB97M-V/def2-TZVPD

Output
2S+1: 1
HOMO (eV): -0.168
Total charge: -3

Geometry as XYZ:
```
105
C22H54AlBBrF5LiMgN3O13PS2 | the Open Molecules 2025 dataset | ωB97M-V/def2-TZVPD
H -3.25 4.17 1.12
H -1.62 4.48 0.49
B -1.12 -5.88 -6.09
H 0.20 -2.36 3.32
C -0.40 5.04 -2.29
C -0.73 9.97 0.72
H 0.93 -7.50 3.85
Li -0.91 -4.22 -2.40
H -0.18 -2.95 -0.32
F 2.10 7.61 1.41
H -3.82 6.58 0.46
C -2.36 6.00 1.89
O -3.85 -5.66 7.73
F -2.11 -6.82 -5.81
O -2.63 1.33 2.39
C -1.04 10.00 -0.79
O 0.37 0.20 1.46
N -0.79 -0.95 -0.13
C -0.41 8.50 1.04
H 2.94 -8.02 -1.32
H 4.42 -0.18 -1.50
C -0.34 8.76 -1.30
H 2.26 -9.17 -2.48
H -0.69 10.90 -1.27
H 2.94 -0.96 -4.03
H 1.17 -2.30 4.79
H -0.75 4.29 -1.59
F -1.47 -5.15 -7.25
H -0.73 -1.48 -2.54
Br 3.48 -2.93 0.06
H -0.71 8.40 -2.26
C 0.22 -1.89 -2.19
Al 4.08 -1.70 -1.92
H -3.11 7.96 1.25
H 0.99 6.66 -2.44
H 2.97 -3.62 3.63
F -1.07 -4.94 -5.00
C 2.97 -8.36 -2.35
C 3.86 -5.92 -2.88
H -1.73 1.05 2.19
O -0.14 -10.48 -0.77
C 1.94 -3.65 3.30
Mg -2.49 -5.94 3.01
H 3.79 -4.97 -3.41
O -6.06 -4.53 7.89
H 0.07 1.42 -1.38
C 0.50 6.68 -0.35
H -1.32 1.91 -0.42
H 0.32 -2.87 -2.67
O 1.38 -4.84 3.93
H 1.56 5.30 -1.51
H -1.58 10.33 1.29
C -2.26 4.56 1.38
C -2.87 6.98 0.82
C 2.56 -1.60 -3.24
H 0.31 2.26 0.12
H -1.53 -0.73 -0.78
H 1.09 -1.80 -0.24
N 1.01 -10.89 -0.99
H 1.96 -3.78 2.22
H -3.14 0.51 2.40
C 0.69 5.94 -1.68
O 0.12 -5.61 1.97
H -2.47 7.71 -1.20
S 0.02 -5.39 3.38
H 3.76 -5.74 -1.81
H 1.62 -0.33 -1.79
C 1.22 -2.38 3.70
O -1.08 -4.58 3.89
H 0.01 4.50 -3.15
H 0.12 10.60 0.97
H -1.83 3.92 2.14
C -0.30 1.52 -0.37
O -3.97 -3.24 7.12
H 3.96 -8.70 -2.62
O 1.33 -11.32 -2.12
H -2.12 9.93 -0.96
H 0.87 -0.26 -3.39
H 0.20 -6.72 5.31
H 0.73 8.91 -1.34
H 2.31 -2.54 -3.72
H -1.09 8.15 1.80
H 4.83 -6.38 -3.09
N -0.59 7.71 -0.25
H 1.75 -1.52 3.31
O 1.87 -10.86 -0.08
C -1.99 7.14 -0.41
H -0.84 -7.48 4.07
O -5.04 -4.93 5.67
S 2.54 -6.99 -3.45
C 0.12 -1.97 -0.67
H 5.35 -2.40 -2.62
H -1.25 5.61 -2.68
F 0.12 -6.47 -6.25
H -3.05 6.03 2.74
H -1.39 6.28 2.29
C -0.22 0.22 0.38
H -1.87 6.13 -0.78
O 1.27 -6.38 -2.99
H 0.63 8.32 1.37
C 1.32 -0.92 -2.65
H 0.37 5.99 0.48
H 1.44 7.23 -0.13
P -4.74 -4.56 7.13
C 0.09 -6.94 4.24
```

Mulliken atomic charge list, values in e, 5 entries: number 1, H, carries 0.38; number 2, H, carries -0.13; number 3, B, carries 0.50; number 4, H, carries 0.22; number 5, C, carries -1.06

***

Number 1: HOMO-LUMO gap 10.262 eV. Number 2: HOMO-LUMO gap 3.045 eV.